Entry 1:
Formula: C29H26AlF3O2Sb2Se
Source: the Open Molecules 2025 dataset
Level of theory: ωB97M-V/def2-TZVPD

Element x y z (Å)
Al1 0.528 -0.235 -0.034
C1 0.336 3.573 1.902
C2 -0.488 3.219 3.150
C3 -0.109 1.889 3.818
Sb1 -0.369 0.077 2.690
C4 -2.434 -0.294 3.049
C5 -2.939 -1.520 2.608
C6 -4.289 -1.813 2.742
C7 -5.147 -0.881 3.314
C8 -4.655 0.339 3.754
C9 -3.301 0.637 3.616
C10 0.392 -1.235 4.183
C11 -0.281 -1.366 5.397
C12 0.222 -2.204 6.383
C13 1.397 -2.914 6.159
C14 2.068 -2.789 4.952
C15 1.568 -1.949 3.961
Sb2 -0.175 2.633 0.023
C16 1.213 3.748 -1.140
C17 1.289 5.140 -1.061
C18 2.234 5.832 -1.806
C19 3.113 5.140 -2.631
C20 3.049 3.756 -2.710
C21 2.103 3.060 -1.966
C22 -1.954 3.749 -0.376
C23 -2.020 4.631 -1.454
C24 -3.200 5.314 -1.728
C25 -4.324 5.112 -0.939
C26 -4.273 4.220 0.125
C27 -3.097 3.535 0.400
H1 1.395 3.355 2.067
H2 0.244 4.635 1.677
H3 -1.557 3.248 2.924
H4 -0.319 4.008 3.888
H5 -0.681 1.730 4.733
H6 0.950 1.892 4.088
H7 -2.271 -2.255 2.166
H8 -4.673 -2.762 2.389
H9 -6.203 -1.106 3.413
H10 -5.324 1.063 4.207
H11 -2.929 1.598 3.959
H12 -1.208 -0.831 5.570
H13 -0.306 -2.307 7.323
H14 1.786 -3.571 6.930
H15 2.982 -3.342 4.777
H16 2.097 -1.850 3.017
H17 0.603 5.693 -0.430
H18 2.285 6.913 -1.740
H19 3.851 5.683 -3.211
H20 3.742 3.213 -3.342
H21 2.084 1.977 -2.007
H22 -1.153 4.793 -2.082
H23 -3.238 6.003 -2.564
H24 -5.245 5.640 -1.161
H25 -5.153 4.045 0.732
H26 -3.085 2.818 1.215
Se1 2.697 -0.342 0.065
F1 -3.398 0.265 -2.194
C28 -3.246 -0.383 -1.030
F2 -3.064 0.537 -0.066
F3 -4.369 -1.043 -0.767
C29 -2.054 -1.362 -1.146
O1 -2.228 -2.436 -1.641
O2 -0.929 -0.889 -0.681

Calculated values
- E_LUMO: 0.0005 Eh
- Gap between HOMO and LUMO: 7.59 eV
- Energy relative to the best compared isomer or geometry (same formula, charge and spin): 0.00 kcal/mol
- Electronic energy: -127762.5398 eV
- Charge: 0


Entry 2:
Formula: C24H56AsF6N8O8Y
Source: the Open Molecules 2025 dataset
Level of theory: ωB97M-V/def2-TZVPD

Element x y z (Å)
Y1 0.004 0.114 0.284
As1 -4.137 0.519 -1.214
F1 -5.738 0.529 -1.967
F2 -3.437 0.633 -2.837
F3 -2.430 0.501 -0.579
F4 -4.825 0.470 0.490
F5 -4.127 -1.254 -1.320
F6 -4.182 2.306 -1.081
C1 -0.988 -1.849 -2.654
O1 -0.641 -1.179 -1.630
N1 -0.810 -1.416 -3.930
C2 -1.423 -2.104 -5.075
C3 0.022 -0.192 -4.198
H1 -1.568 -2.784 -2.602
H2 -0.724 -2.447 -5.838
H3 -2.171 -1.573 -5.664
H4 -1.978 -2.936 -4.642
H5 0.794 -0.489 -4.909
H6 -0.478 0.619 -4.726
H7 0.577 0.179 -3.336
C4 -1.907 2.730 1.446
O2 -1.163 1.787 1.294
N2 -1.550 3.732 2.272
C5 -2.370 4.916 2.629
C6 -0.284 3.690 2.994
H8 -2.901 2.819 0.983
H9 -3.153 5.168 1.913
H10 -1.800 5.844 2.643
H11 -2.886 4.842 3.586
H12 0.270 4.603 2.778
H13 -0.400 3.461 4.054
H14 0.433 2.984 2.575
C7 -2.844 -1.475 1.726
O3 -1.751 -1.078 1.273
N3 -3.401 -2.621 1.327
C8 -4.708 -2.921 1.896
C9 -2.903 -3.420 0.209
H15 -3.364 -1.055 2.601
H16 -5.471 -2.779 1.131
H17 -4.912 -2.318 2.781
H18 -4.634 -3.946 2.260
H19 -3.652 -3.756 -0.507
H20 -2.042 -2.989 -0.303
H21 -2.461 -4.309 0.658
C10 1.102 -0.095 3.805
O4 0.566 0.007 2.645
N4 0.727 -0.972 4.740
C11 1.624 -1.364 5.879
C12 -0.435 -1.767 4.565
H22 2.007 0.418 4.167
H23 1.036 -1.283 6.793
H24 2.571 -0.825 5.843
H25 1.896 -2.420 5.865
H26 -1.025 -1.891 5.473
H27 -1.057 -1.443 3.731
H28 -0.055 -2.747 4.279
C13 2.680 2.377 0.961
O5 1.607 1.790 0.815
N5 2.709 3.711 0.803
C14 3.784 4.439 1.520
C15 1.774 4.514 0.140
H29 3.633 1.963 1.326
H30 4.565 4.916 0.928
H31 4.310 3.735 2.164
H32 3.449 5.186 2.239
H33 2.216 5.164 -0.614
H34 1.079 3.847 -0.370
H35 1.054 4.983 0.811
C16 1.320 -3.180 0.612
O6 0.621 -2.192 0.559
N6 1.072 -4.387 1.122
C17 2.002 -5.505 0.965
C18 -0.241 -4.666 1.669
H36 2.299 -3.232 0.111
H37 1.634 -6.254 0.262
H38 2.283 -5.917 1.934
H39 2.981 -5.151 0.642
H40 -0.681 -3.774 2.115
H41 -0.765 -5.113 0.824
H42 -0.110 -5.392 2.472
C19 -0.757 2.525 -2.055
O7 -0.260 1.736 -1.306
N7 -0.038 3.077 -3.052
C20 -0.552 4.136 -3.997
C21 1.378 2.816 -3.280
H43 -1.786 2.913 -1.992
H44 -1.561 4.378 -3.664
H45 -0.642 3.745 -5.011
H46 -0.008 5.077 -4.078
H47 1.647 1.955 -3.892
H48 1.942 3.638 -3.720
H49 1.914 2.491 -2.388
C22 3.112 -0.322 -1.508
O8 1.906 -0.248 -1.059
N8 3.444 -1.251 -2.411
C23 4.848 -1.432 -2.889
C24 2.573 -2.349 -2.922
H50 3.941 0.300 -1.137
H51 5.483 -0.600 -2.583
H52 4.937 -1.459 -3.975
H53 5.275 -2.315 -2.412
H54 2.943 -3.328 -2.619
H55 1.540 -2.163 -2.627
H56 2.603 -2.359 -4.011

Calculated values
- E_LUMO: -0.1550 Eh
- Gap between HOMO and LUMO: 9.54 eV
- Energy relative to the best compared isomer or geometry (same formula, charge and spin): 15.79 kcal/mol
- Electronic energy: -132280.6748 eV
- Charge: +2